This record from OMol25 describes a structure of composition C18H54KO24P6 at a distorted geometry. The level of theory is ωB97M-V with the def2-TZVPD basis set.

Calculated values
E_tot: -140752.31600 eV
E_HOMO: -12.50 eV
Total charge: +1
Relative energy (zero: lowest compared OMol25 entry of this formula, charge and spin): 0.3959 eV
Gap between HOMO and LUMO: 0.409 hartree

```
103
Properties=species:S:1:pos:R:3:forces:R:3
H -5.96699 -1.94519 2.43175 0.121 -0.016 -0.023
C 0.33676 1.71343 -5.63829 0.216 0.626 -0.665
O -3.11249 -0.75605 -0.68722 -0.633 -0.071 0.467
C -5.74704 1.34610 -0.46643 -0.196 0.311 0.379
H -1.40904 2.13761 -2.82451 0.023 -0.120 0.010
O -5.34143 0.22648 0.33922 0.442 -0.600 -0.089
C 3.86622 2.77931 -3.39528 0.648 0.255 -0.265
C 0.40498 -1.74469 5.42021 0.309 -0.622 0.184
O -0.77403 2.77567 -0.39314 -0.076 0.775 -0.085
H 4.13921 2.31560 -4.34711 -0.211 -0.284 0.142
H 0.81913 -2.81127 1.95108 -0.083 -0.051 0.142
H 0.38363 -4.79265 -2.00754 0.157 0.561 0.168
O 1.37512 2.15749 -4.73761 -0.315 -0.659 0.439
H 2.83705 -1.23214 -2.64092 -0.446 0.075 -0.256
H -0.24800 2.46530 3.44773 -0.030 0.102 0.222
H 0.71206 1.01764 3.22590 0.103 0.071 0.020
H -3.29550 2.67917 2.71837 0.100 0.166 -0.049
C -3.50061 5.51937 -0.98282 -0.999 -0.074 -0.097
H 6.34558 1.55335 -1.00968 0.134 -0.095 -0.024
O 2.68272 0.14199 -4.25361 -0.255 0.022 -0.030
O 0.69208 0.68020 -2.68330 0.301 0.179 -0.499
H 4.28407 -0.37518 -2.99119 -0.063 0.396 -0.240
O 2.40664 -4.24379 -1.58376 -0.288 1.186 0.578
H 0.57177 -2.82084 5.50996 -0.144 0.044 0.028
O 0.15530 -1.47502 4.03976 -0.677 0.460 -0.490
P 1.94700 -3.19340 -0.46514 0.771 -1.056 0.558
H 6.64338 -0.20280 -0.92656 -0.322 -0.067 -0.194
H 3.03380 0.95005 3.27690 -0.364 -0.297 -0.431
O 4.68767 0.44074 -0.57298 -0.212 -0.336 1.290
C 6.10727 0.63152 -0.47723 0.577 0.469 -0.131
H -6.78536 -1.92365 0.90228 -0.007 -0.405 -0.325
H 0.75794 -4.51489 2.47281 0.016 -0.047 -0.139
H 6.48668 0.72652 0.54139 -0.355 -0.011 0.090
C 3.40052 -0.80338 -3.47059 0.733 -0.618 0.577
P -1.17585 -0.69720 3.56685 0.355 -0.012 1.091
H -0.19874 0.82094 -5.32473 0.070 0.047 0.354
O -1.09531 0.75087 4.21845 -0.130 -0.427 0.319
H -4.19193 -3.10052 -1.90255 0.053 0.262 0.205
P 1.76750 1.21406 -3.52927 1.067 0.829 0.787
H -5.40116 2.26738 0.00074 0.387 -0.136 -0.019
H -3.08987 2.31360 -3.47621 0.446 -0.090 -0.282
H -6.00834 -3.46698 1.55044 -0.348 -0.017 -0.282
H 1.60644 -5.97702 -2.27560 0.166 0.104 -0.085
H 4.66553 -3.84392 -0.51658 -0.535 -0.069 -0.054
H -5.89733 -3.29348 -2.25987 -0.110 0.155 -0.064
H -6.83392 1.41199 -0.43072 0.001 -0.343 -0.368
C 1.41126 -4.90392 -2.35542 -0.364 -1.399 -0.312
O -2.27611 4.80610 -1.16976 0.535 -0.440 0.538
H -0.42555 -1.46593 6.06581 0.049 0.163 -0.041
H 1.33783 -1.27148 5.72765 -0.176 0.289 -0.037
H -0.32953 2.56451 -5.75484 -0.229 -0.155 0.081
H -3.21849 -2.51273 2.99554 -0.226 0.055 0.109
O -5.44912 -1.44013 -1.48732 0.099 0.260 0.588
H 0.62359 1.73827 4.84963 -0.154 0.058 0.088
O 2.81551 2.12723 -2.69759 -1.311 -0.783 -0.665
C -2.45568 1.87230 -2.70175 -0.860 0.670 -0.312
H -5.33680 1.25485 -1.46450 -0.207 0.148 -0.168
O 2.35385 0.67866 0.51889 0.327 -0.139 -0.323
H 0.79585 1.52806 -6.60808 0.060 -0.113 0.043
H 4.73841 2.72990 -2.74127 -0.042 0.222 -0.061
H -2.61397 0.79632 -2.73292 0.164 -0.028 0.432
H -2.42062 -3.42163 4.25213 0.098 0.179 0.392
P -4.50947 -0.98794 -0.27329 -0.172 0.104 -0.430
O 0.71901 -2.45210 -0.72077 -0.127 0.359 -0.130
C 3.75106 3.47992 0.34649 -0.677 0.042 -0.603
H 2.98869 3.18635 -0.37650 0.013 0.060 -0.051
C 3.73356 0.11536 3.21863 0.344 0.411 0.316
H -1.82035 2.04681 1.90198 -0.098 -0.028 0.128
H 3.60086 3.81177 -3.63053 -0.040 -0.025 0.277
O -2.93594 3.41571 0.83571 -0.071 0.692 -0.885
O 4.36300 -0.01838 1.94263 0.447 0.842 -1.338
O -4.68449 -2.11263 0.82898 0.377 0.431 -0.191
H 3.28497 -0.85354 3.42399 -0.191 0.215 0.349
H -3.94453 -2.53643 4.64049 0.029 -0.178 -0.013
O 3.23066 -2.29343 -0.21921 -0.356 -0.303 -0.551
O -3.01116 2.43913 -1.49180 -0.119 -0.240 0.577
H 4.49559 0.40850 3.94458 0.131 -0.543 -0.033
P -2.12374 3.34908 -0.53498 -0.085 -0.686 -0.043
C 1.39571 -3.72836 2.07367 -0.163 0.585 0.077
O -2.35609 -1.31533 4.43924 0.698 0.569 -0.225
C -5.95805 -2.38909 1.43339 0.237 0.387 0.680
O 4.20111 2.33233 1.06199 0.773 -0.475 0.618
H 3.75023 -1.59266 -4.13074 -0.214 -0.009 -0.111
H -4.31822 4.81669 -0.80342 0.085 0.096 0.405
P 3.80513 0.83511 0.70320 -1.147 0.185 0.162
H -3.43543 1.49625 1.40275 0.082 -0.045 0.083
H -3.83642 6.05100 -1.87426 0.764 -0.031 -0.249
O -1.28998 -0.68956 2.11178 -0.014 -0.333 -0.197
H 4.58083 -3.17031 1.12095 -0.260 0.029 0.055
H 3.29931 4.19929 1.02600 0.113 -0.157 0.235
H 5.26958 -2.25761 -0.21769 -0.192 0.216 0.108
C -3.02022 -2.52757 4.07158 -0.087 -0.041 -0.864
K -0.33609 0.02230 -0.36073 0.064 -0.050 0.099
C -2.86103 2.34340 1.78070 0.086 -0.483 -0.280
H -4.87193 -2.24189 -3.28237 -0.094 -0.049 -0.014
C -5.07748 -2.57701 -2.26739 0.161 -0.356 -0.362
H 1.47413 -4.63515 -3.40823 0.104 0.293 0.112
O 1.92329 -4.13782 0.81744 -0.019 -0.445 -0.455
H 2.21120 -3.54510 2.77606 0.040 -0.021 -0.082
H 4.57827 3.96423 -0.17002 0.153 -0.166 0.070
C 4.46817 -2.94149 0.06268 1.159 0.057 -0.012
H -3.39751 6.24103 -0.17661 -0.001 -0.171 0.133
C 0.07018 1.54644 3.93404 0.105 -0.294 -0.588
```
Forces are in eV/Å.

Here are the Löwdin charges for atoms 1 to 2, given in e: 0.0875, -0.0683